[1]
Entry from the OMol25 dataset: 4 unconnected molecules or ions with the total composition C2H12NO3 in a non-equilibrium geometry (the ωB97M-V functional and the def2-TZVPD basis).

The geometry in XYZ format:
```
18
Properties=species:S:1:pos:R:3:mulliken_charge:R:1
C -1.42224 0.97901 -0.42550 -0.8956
C 0.48759 1.28387 0.94653 -0.8778
N 0.05724 1.10366 -0.32088 0.0414
H -1.63015 0.29187 -1.25257 0.2944
H -1.83280 1.99054 -0.46875 0.3282
H -1.75506 0.55426 0.52145 0.2763
H -0.11080 1.90069 1.63397 0.3164
H 1.42060 0.96374 1.37103 0.3688
H 0.67708 1.27537 -1.10933 0.2267
H -1.15812 -4.03513 0.83495 0.2955
H -1.82422 -2.67687 0.74359 0.3068
O -1.01504 -3.10596 1.03294 -0.6361
H 2.11652 0.81522 -2.63088 0.3150
H 1.39311 1.72156 -3.57758 0.2970
O 1.52536 1.57380 -2.64061 -0.6819
H 1.65733 -1.77729 2.20709 0.2854
H 0.26150 -1.61543 1.54415 0.3415
O 1.15211 -1.24291 1.59040 -0.6021
```

The largest force on an atom comes out at 2.2 eV/Å. The value obtained for the energy above the lowest of the compared OMol25 structures with the same formula, charge and spin is 17.79 kcal/mol. The charge is 0. As for the multiplicity: 2.

[2]
Entry from the OMol25 dataset: 4 unconnected molecules or ions with the total composition C2H12NO3 in a non-equilibrium geometry (the ωB97M-V functional and the def2-TZVPD basis).

The geometry in XYZ format:
```
18
Properties=species:S:1:pos:R:3:mulliken_charge:R:1
C -1.65392 -0.16524 1.19708 -0.0179
C -2.29988 0.98105 1.12924 -0.6870
N -0.26556 -0.28031 0.72892 -0.2554
H -2.08718 -1.12864 1.39570 0.3957
H -3.26718 1.20892 1.55152 0.2753
H -1.85358 1.89096 0.71491 0.2263
H 0.42842 -0.93259 1.10125 0.3986
H 0.27767 0.65491 0.93259 0.2794
H -0.38643 -0.60374 -0.23530 0.3432
H 1.97903 2.07521 0.13197 0.3096
H 0.98388 2.61400 1.10857 0.3243
O 1.27283 1.78477 0.71612 -0.6255
H -0.08654 -3.92048 0.06090 0.3195
H 0.00362 -3.40668 -1.38196 0.3147
O 0.12666 -3.15328 -0.47253 -0.6106
H 1.18316 0.83008 -3.19009 0.3220
H 2.40108 1.67966 -2.90401 0.3242
O 1.89153 0.93902 -2.52963 -0.6363
```

The largest force on an atom comes out at 2.2 eV/Å. The value obtained for the energy above the lowest of the compared OMol25 structures with the same formula, charge and spin is 32.46 kcal/mol. The charge is +1.

[3]
Entry from the OMol25 dataset: 4 unconnected molecules or ions with the total composition C2H12O3S in a non-equilibrium geometry (the ωB97M-V functional and the def2-TZVPD basis).

The geometry in XYZ format:
```
18
Properties=species:S:1:pos:R:3:mulliken_charge:R:1
C -1.03235 -1.75796 1.94290 -0.7490
S -2.29257 -2.42796 3.22739 -0.1076
C -3.96682 -2.24328 2.20756 -0.7471
H -0.24267 -2.59856 1.75319 0.2978
H -1.54324 -1.34512 0.94600 0.2534
H -0.48577 -0.93434 2.42772 0.2423
H -3.93464 -1.17994 1.77503 0.2473
H -4.54317 -2.29618 3.11750 0.2829
H -4.05594 -2.95244 1.34369 0.2767
O 1.71868 0.97038 -0.13573 -0.6446
H 1.94488 1.50566 0.59656 0.3145
H 1.29750 0.23631 0.41858 0.3324
O 4.47828 2.91015 -4.34486 -0.6484
H 4.58216 2.21194 -3.69874 0.3223
H 5.10205 3.60772 -3.98387 0.3261
O 0.88400 1.86155 -2.81949 -0.6422
H 0.65639 1.78033 -1.87310 0.3343
H 1.43323 2.65174 -2.90033 0.3089
```

The largest force on an atom comes out at 3.2 eV/Å. The value obtained for the energy above the lowest of the compared OMol25 structures with the same formula, charge and spin is 42.04 kcal/mol. The charge is 0. As for the SMILES: CSC.O.O.O.

[4]
Entry from the OMol25 dataset: 4 unconnected molecules or ions with the total composition C2H12O3S in a non-equilibrium geometry (the ωB97M-V functional and the def2-TZVPD basis).

The geometry in XYZ format:
```
18
Properties=species:S:1:pos:R:3:mulliken_charge:R:1
C 0.96636 -1.86234 1.09508 -0.9023
C 2.03615 -1.07100 0.34262 -0.3812
S 2.93631 0.11162 1.39104 -0.2200
H 0.48052 -2.55852 0.40689 0.3129
H 0.18930 -1.19034 1.48389 0.1938
H 1.26768 -2.40434 1.99180 0.3254
H 2.73752 -1.83730 0.10925 0.2883
H 1.57926 -0.56780 -0.49860 0.2705
H 1.99456 1.04733 1.52914 0.0982
O -2.81873 1.17293 -2.29224 -0.5992
H -2.06377 0.58546 -2.29527 0.3007
H -2.72609 1.92920 -1.71343 0.2888
O -3.29541 0.07577 0.81458 -0.6132
H -2.64559 -0.62910 0.87828 0.3180
H -3.50107 0.33236 1.71518 0.3064
O 0.96696 1.87407 -1.71471 -0.5895
H 1.60290 2.56376 -1.94377 0.2989
H 0.29314 2.42826 -1.29973 0.3035
```

The largest force on an atom comes out at 1.8 eV/Å. The value obtained for the energy above the lowest of the compared OMol25 structures with the same formula, charge and spin is 19.87 kcal/mol. The charge is 0. As for the SMILES: CCS.O.O.O.

[5]
Entry from the OMol25 dataset: 4 unconnected molecules or ions with the total composition C2H12O3S2 in a non-equilibrium geometry (the ωB97M-V functional and the def2-TZVPD basis).

The geometry in XYZ format:
```
19
Properties=species:S:1:pos:R:3:mulliken_charge:R:1
C 2.13602 -0.29326 -0.22495 -0.9427
C 1.96205 -1.69797 0.30981 -0.4148
S 0.47416 -2.53388 -0.40498 -0.0857
S -1.35644 -1.72880 -0.82166 -0.0169
H 1.34544 0.37443 0.10098 0.2618
H 2.25394 -0.19149 -1.30331 0.2998
H 3.04049 0.10784 0.25211 0.3159
H 1.79540 -1.69165 1.38446 0.3730
H 2.79647 -2.36684 0.14947 0.3402
H -0.91024 -0.43260 -0.86104 -0.0553
O -2.87729 1.68422 0.63212 -0.5849
H -3.21154 1.43151 -0.23450 0.3446
H -2.16987 1.05604 0.72859 0.2115
O -1.74556 1.85844 -1.97307 -0.5912
H -0.88502 1.57971 -1.66267 0.3050
H -1.62431 2.80710 -2.01853 0.3246
O -0.17655 -0.17434 2.29512 -0.5930
H -1.00354 0.29815 2.25644 0.2959
H 0.15639 -0.08660 1.39558 0.2121
```

The largest force on an atom comes out at 3.4 eV/Å. The value obtained for the energy above the lowest of the compared OMol25 structures with the same formula, charge and spin is 42.97 kcal/mol. The charge is 0. As for the SMILES: CCSS.O.O.O.

[6]
Entry from the OMol25 dataset: 4 unconnected molecules or ions with the total composition C2H12O4 in a non-equilibrium geometry (the ωB97M-V functional and the def2-TZVPD basis).

The geometry in XYZ format:
```
18
Properties=species:S:1:pos:R:3:mulliken_charge:R:1
C -1.19600 0.12818 2.56845 -1.0233
C -0.27905 0.83919 1.58354 -0.1234
O 0.20045 -0.03270 0.53588 -0.4133
H -1.27641 -0.92955 2.36684 0.3555
H -2.16999 0.58348 2.65905 0.2646
H -0.72113 0.17883 3.53377 0.2783
H -0.73489 1.65700 1.02582 0.2379
H 0.61522 1.26461 2.02644 0.2278
H -0.26922 -0.86755 0.55768 0.2131
O 2.77195 0.03711 -0.95632 -0.6429
H 1.89500 0.44058 -0.84741 0.3305
H 3.33217 0.58419 -0.38870 0.2888
O 1.35159 -1.84045 -3.16262 -0.6475
H 1.95367 -1.52830 -3.84924 0.3108
H 1.75581 -1.58443 -2.32685 0.3364
O -2.04619 0.50514 -1.68576 -0.5915
H -2.86963 0.98219 -1.83854 0.2929
H -2.31334 -0.41754 -1.80205 0.3054
```

The largest force on an atom comes out at 1.6 eV/Å. The value obtained for the energy above the lowest of the compared OMol25 structures with the same formula, charge and spin is 21.49 kcal/mol. The charge is 0. As for the SMILES: CCO.O.O.O.

[7]
Entry from the OMol25 dataset: 5 unconnected molecules or ions with the total composition C2H12O4 in a non-equilibrium geometry (the ωB97M-V functional and the def2-TZVPD basis).

The geometry in XYZ format:
```
18
Properties=species:S:1:pos:R:3:mulliken_charge:R:1
C -2.50630 -0.03637 -1.38411 -0.3453
C -2.53382 1.28614 -1.22029 -0.4821
H -3.16551 -0.54789 -2.07426 0.2434
H -1.76545 -0.62434 -0.85717 0.0900
H -3.44639 1.84217 -1.38693 0.2579
H -1.74750 1.80702 -0.68830 0.2542
O 1.77510 0.81459 2.59518 -0.6557
H 1.58145 1.62952 3.03918 0.3014
H 1.62169 1.02588 1.67972 0.3840
O 1.25570 -1.83071 1.65772 -0.6361
H 1.60709 -1.21011 2.33064 0.3181
H 2.11433 -2.11483 1.35439 0.3148
O 0.71631 -1.40879 -1.24707 -0.6703
H 0.48131 -1.77115 -0.38294 0.3107
H 1.11227 -2.19947 -1.62209 0.2942
O 0.93687 1.33195 -0.24174 -0.6728
H 0.59520 0.46249 -0.48712 0.3872
H 1.36764 1.54391 -1.06482 0.3066
```

The largest force on an atom comes out at 1.1 eV/Å. The value obtained for the energy above the lowest of the compared OMol25 structures with the same formula, charge and spin is 27.53 kcal/mol. The charge is 0. As for the SMILES: C=C.O.O.O.O.

[8]
Entry from the OMol25 dataset: 5 unconnected molecules or ions with the total composition C2H12O4 in a non-equilibrium geometry (the ωB97M-V functional and the def2-TZVPD basis).

The geometry in XYZ format:
```
18
Properties=species:S:1:pos:R:3:mulliken_charge:R:1
C 1.96284 -0.35948 -5.30173 -0.4151
C 0.75893 -0.71652 -4.97858 -0.4884
H 1.98406 0.48045 -6.02214 0.1942
H 2.93093 -0.88247 -5.12749 0.2313
H -0.10999 -0.22607 -5.38716 0.2476
H 0.72082 -1.67144 -4.47471 0.2324
O 0.86792 -1.69100 4.86385 -0.5659
H 0.32288 -2.49171 4.90578 0.3170
H 0.69363 -1.33701 4.09227 0.2733
O 1.21543 0.32640 2.79689 -0.6770
H 1.77643 -0.32703 2.27512 0.3261
H 0.41713 0.42613 2.35988 0.3298
O -0.97075 0.78907 0.12409 -0.5812
H -1.53723 0.10375 0.11410 0.2964
H -0.40475 0.29137 -0.52862 0.2751
O -3.14964 1.60392 0.62754 -0.6187
H -2.72527 2.28682 1.17944 0.3146
H -4.10284 1.57613 0.99632 0.3084
```

The largest force on an atom comes out at 7.2 eV/Å. The value obtained for the energy above the lowest of the compared OMol25 structures with the same formula, charge and spin is 63.72 kcal/mol. The charge is 0. As for the SMILES: C=C.O.O.O.O.